Density functional theory data (ωB97M-V/def2-TZVPD) for 3 unconnected molecules or ions with the total composition C23H48BFN3O6.

Structure (XYZ):
```
82
Properties=species:S:1:pos:R:3:lowdin_charge:R:1
C 0.658 -1.796 4.613 -0.101
O 1.985 -2.212 4.860 -0.193
C 2.887 -1.963 3.796 -0.233
C 2.895 -3.058 2.728 -0.175
C 1.930 -2.816 1.566 -0.219
C 2.254 -3.640 0.322 -0.218
C 1.103 -3.732 -0.680 -0.210
C 0.641 -2.371 -1.223 -0.194
C -0.496 -1.717 -0.437 -0.127
C -1.024 -0.438 -1.103 -0.237
O -2.428 -0.402 -1.070 0.072
B -2.902 0.747 -0.275 -1.003
F -3.671 1.650 -1.079 0.083
N -3.755 0.238 0.927 0.014
C -4.622 1.289 1.473 -0.081
C -4.535 -0.887 0.575 -0.505
C -4.118 -2.191 1.225 -0.005
O -5.485 -0.868 -0.167 0.087
O -1.695 1.423 0.185 0.092
C -0.565 0.932 -0.489 -0.378
C -0.225 1.897 -1.641 -0.067
C 0.803 1.363 -2.611 -0.403
C 0.346 1.180 -4.049 -0.041
N 1.975 1.043 -2.230 0.162
C 0.548 0.798 0.565 -0.075
C 1.198 2.072 1.067 -0.388
C 1.136 2.211 2.569 -0.040
N 1.742 2.932 0.306 0.139
H 0.143 -1.744 5.573 0.086
H 0.117 -2.499 3.968 0.083
H 0.632 -0.807 4.139 0.078
H 2.646 -0.995 3.330 0.107
H 3.873 -1.867 4.256 0.116
H 2.639 -4.000 3.224 0.120
H 3.910 -3.144 2.323 0.111
H 1.952 -1.750 1.312 0.099
H 0.900 -3.029 1.874 0.107
H 2.541 -4.652 0.636 0.108
H 3.123 -3.212 -0.192 0.106
H 0.250 -4.240 -0.212 0.111
H 1.435 -4.353 -1.518 0.101
H 0.290 -2.492 -2.254 0.111
H 1.506 -1.695 -1.270 0.105
H -0.197 -1.545 0.597 0.089
H -1.344 -2.411 -0.401 0.117
H -0.735 -0.509 -2.159 0.126
H -5.049 0.988 2.439 0.078
H -4.027 2.189 1.640 0.085
H -5.446 1.531 0.793 0.076
H -3.585 -2.794 0.485 0.071
H -5.013 -2.730 1.543 0.071
H -3.469 -2.007 2.080 0.069
H 0.098 2.852 -1.228 0.105
H -1.161 2.068 -2.180 0.122
H 1.169 1.381 -4.740 0.068
H -0.503 1.815 -4.301 0.072
H 0.024 0.145 -4.197 0.076
H 2.515 0.675 -3.014 0.020
H 1.312 0.085 0.241 0.104
H 0.035 0.370 1.432 0.114
H 1.516 1.303 3.048 0.055
H 1.744 3.053 2.912 0.069
H 0.099 2.344 2.886 0.092
H 2.111 3.700 0.869 0.044
C -4.670 5.228 -1.542 -0.093
C -5.320 4.394 -0.456 -0.315
O -5.087 4.944 0.845 -0.091
H -3.595 5.290 -1.369 0.076
H -4.838 4.784 -2.524 0.072
H -5.073 6.247 -1.552 0.062
H -4.897 3.393 -0.449 0.079
H -6.400 4.309 -0.628 0.109
H -5.464 5.829 0.859 0.066
C 6.625 -0.612 -2.569 -0.093
C 5.442 -1.433 -3.049 -0.320
O 4.390 -0.620 -3.550 -0.091
H 6.305 0.092 -1.801 0.079
H 7.405 -1.255 -2.156 0.070
H 7.058 -0.040 -3.393 0.069
H 5.004 -1.990 -2.221 0.106
H 5.761 -2.155 -3.809 0.106
H 4.726 -0.111 -4.295 0.082
```

Summary:
- E_HOMO: -0.1763 Ha
- Net charge: -1
- Maximum force: 0.5 eV/Å
- Lowest unoccupied orbital energy: 2.38 eV
- Gap between HOMO and LUMO: 7.175 eV